45
Properties=species:S:1:pos:R:3 method="wB97M-V/def2-TZVPD" homo_lumo_gap_ev=8.69 de_lowest_kcal_mol=116.3 smiles="C[N@@+]1([O-])[C@@H]2CC[C@H]1C[C@@H](OC(=O)[C@@H](CO)c1ccccc1)C2" energy_ev=-27679.3568 total_charge=0
C 2.339 -2.084 3.978
N 0.969 -1.577 3.580
O 0.303 -1.940 4.539
C 0.825 -0.129 3.330
C -0.632 -0.038 2.787
C -0.874 -1.379 2.102
C 0.454 -2.168 2.298
C 1.488 -1.927 1.146
C 1.808 -0.400 0.928
O 0.822 0.269 0.137
C 0.958 0.201 -1.210
O 1.775 -0.450 -1.826
C -0.035 1.074 -2.037
C -1.517 0.828 -1.690
O -1.889 -0.556 -1.579
C 0.234 2.592 -1.943
C -0.039 3.360 -3.094
C 0.200 4.715 -3.170
C 0.734 5.364 -2.044
C 1.060 4.634 -0.909
C 0.856 3.254 -0.850
C 1.863 0.307 2.299
H 2.710 -1.562 4.844
H 2.326 -3.155 4.268
H 3.078 -1.958 3.184
H 0.937 0.459 4.223
H -0.759 0.788 2.078
H -1.282 0.076 3.691
H -1.731 -1.932 2.515
H -1.092 -1.264 1.030
H 0.274 -3.258 2.406
H 2.398 -2.442 1.341
H 1.131 -2.286 0.167
H 2.795 -0.286 0.467
H 0.157 0.753 -3.068
H -1.754 1.332 -0.773
H -2.141 1.232 -2.518
H -2.851 -0.664 -1.489
H -0.428 2.942 -4.006
H 0.023 5.319 -4.045
H 0.912 6.425 -2.123
H 1.553 5.138 -0.058
H 1.165 2.692 0.042
H 2.878 0.121 2.729
H 1.812 1.394 2.133